44
Properties=species:S:1:pos:R:3:forces:R:3 method="wB97M-V/def2-TZVPD" energy_ha=-1162.41204 smiles="[H]/N=C1/C[C@H]2Oc3cc([C@H]4COCCO4)c(O)cc3C[C@@H]2C(N)=C1C#N" de_lowest_kj_mol=652.19
O 4.106 2.825 3.111 -0.805 0.724 -0.185
O 1.815 4.509 3.176 -0.878 0.743 0.317
O -0.779 4.034 2.310 0.764 0.784 0.702
O 1.025 -0.938 0.760 -0.752 -0.900 -1.019
N -2.823 -1.590 -2.275 1.850 -1.000 0.344
N 1.066 -4.463 -2.588 0.342 1.732 1.315
N -2.283 -4.064 -4.415 -0.008 -0.476 -0.225
C 0.615 0.294 1.174 -1.186 0.532 1.097
C -1.552 -0.010 -0.359 1.163 1.356 -0.363
C -0.653 -0.986 -1.141 -2.696 -0.112 1.263
C -1.483 -1.970 -1.990 -1.638 -0.135 -0.982
C -1.096 2.004 1.129 2.212 -0.490 1.503
C 3.824 3.692 1.990 1.134 0.275 -0.997
C 0.086 -1.756 -0.119 3.546 -0.818 0.254
C 1.378 1.026 2.184 -3.034 0.663 -2.331
C 1.608 3.132 3.604 2.901 -0.731 -1.841
C 1.090 -2.701 -0.843 0.553 0.194 0.312
C -1.596 -3.811 -3.527 -0.313 0.319 0.396
C 0.855 2.284 2.619 -0.088 -1.486 -1.919
C 0.470 -3.419 -2.079 0.174 -3.257 -0.240
C 3.038 2.599 4.019 -1.149 1.244 1.115
C -0.644 0.766 0.717 -0.569 -1.004 -0.604
C 2.746 4.850 2.113 0.558 -3.166 0.607
C -0.949 -3.189 -2.425 0.386 3.259 0.943
C -0.383 2.750 2.061 1.653 0.140 0.105
H -3.462 -2.290 -2.662 0.631 0.604 -0.032
H 1.526 -3.533 -0.158 -0.688 1.657 -1.192
H 2.968 1.553 4.342 0.270 0.084 -0.418
H 1.861 -1.896 -1.036 -0.203 -1.577 -0.513
H -1.937 2.408 0.708 -2.037 0.993 -0.855
H 0.003 4.567 2.667 -1.147 -1.011 -0.537
H -1.948 0.746 -1.066 0.477 0.094 0.283
H 0.003 -0.370 -1.678 1.181 0.446 -1.339
H 2.261 4.870 1.139 -0.371 0.081 0.006
H 1.007 3.044 4.469 -0.498 1.098 1.312
H 3.488 3.018 1.175 0.185 0.440 0.255
H 3.233 3.191 4.952 0.088 -0.424 -0.637
H -2.483 -0.508 -0.106 0.258 -0.178 1.268
H 3.199 5.808 2.276 -0.031 0.428 0.711
H 2.338 0.661 2.440 0.680 -0.288 0.436
H -3.090 -0.615 -2.334 0.147 -0.412 0.119
H 0.512 -5.038 -3.225 -0.178 0.598 -0.053
H 4.848 4.148 1.674 -1.787 -0.823 0.580
H -0.524 -2.350 0.502 -1.099 -0.200 1.036